1.
The following is a quantum chemistry calculation of a cluster of 7 separate species, H14O7 in total in a non-equilibrium geometry, from OMol25.

ORCA input file:
```
! RIJCOSX wB97M-V def2-TZVPD def2/J DEFGRID3
* xyz 0 1
O 1.078 0.303 -1.631
O 2.809 -0.240 0.283
O 0.468 -1.119 1.373
O -0.276 -2.017 -0.849
H 0.483 -0.457 -1.468
H 1.885 0.019 -1.180
H 2.770 0.707 0.441
H 1.927 -0.606 0.486
H -0.214 -0.414 1.484
H -0.032 -1.781 0.870
H -0.465 -2.936 -1.076
H -1.174 -1.653 -0.635
O -1.046 1.144 1.803
O -2.299 -0.336 -0.236
O -0.698 2.053 -0.784
H -1.904 0.516 -0.489
H -2.484 -0.267 0.705
H -0.681 1.699 2.498
H -0.901 1.571 0.946
H 0.108 1.600 -1.147
H -0.890 2.819 -1.321
*
```

Calculated values
E_HOMO = -10.9 eV
gap between HOMO and LUMO = 11.2 eV
energy above the lowest of the compared OMol25 structures with the same formula, charge and spin = 63.2 kJ/mol
strongest force on any atom = 1.59 eV/A



2.
The following is a quantum chemistry calculation of a cluster of 7 separate species, H14O7 in total in a non-equilibrium geometry, from OMol25.

ORCA input file:
```
! RIJCOSX wB97M-V def2-TZVPD def2/J DEFGRID3
* xyz 0 1
H 0.498 -0.821 1.564
H -0.861 -0.037 1.740
H -1.745 -1.301 -0.664
H -0.275 -1.574 -1.049
H -2.526 0.624 0.180
H -3.415 -0.141 1.183
H 2.144 0.834 -0.281
H 3.576 0.031 -0.257
H 0.736 1.321 1.050
H 0.330 2.001 -0.285
H -1.134 2.035 -1.811
H -1.135 0.509 -1.393
H 1.630 -2.709 0.090
H 1.698 -1.063 -0.193
O 0.094 -0.112 2.079
O -1.149 -1.221 -1.440
O -2.656 -0.233 0.593
O 2.674 0.049 -0.648
O 1.041 1.947 0.374
O -1.050 1.479 -1.045
O 1.107 -1.874 0.104
*
```

Calculated values
E_HOMO = -11.0 eV
gap between HOMO and LUMO = 11.4 eV
energy above the lowest of the compared OMol25 structures with the same formula, charge and spin = 50.2 kJ/mol
strongest force on any atom = 2.19 eV/A



3.
The following is a quantum chemistry calculation of a cluster of 7 separate species, H14O7 in total, from OMol25.

ORCA input file:
```
! RIJCOSX wB97M-V def2-TZVPD def2/J DEFGRID3
* xyz 0 1
O -1.586 2.814 1.683
H -1.539 2.903 0.727
H -0.884 2.195 1.896
O 2.102 -3.133 -0.720
H 1.874 -2.395 -1.312
H 3.026 -3.328 -0.894
O -0.364 -1.622 3.470
H -0.805 -0.817 3.758
H 0.470 -1.330 3.093
O 1.247 3.067 -0.049
H 0.876 2.176 -0.065
H 1.435 3.269 -0.970
O -0.238 0.227 -0.109
H 0.154 0.073 -0.977
H 0.142 -0.460 0.450
O 1.476 -1.015 -2.460
H 2.136 -1.079 -3.159
H 0.641 -1.214 -2.901
O -3.558 0.182 -0.293
H -2.629 -0.075 -0.274
H -3.977 -0.439 -0.895
*
```

Calculated values
E_HOMO = -10.9 eV
gap between HOMO and LUMO = 10.5 eV
energy above the lowest of the compared OMol25 structures with the same formula, charge and spin = 175.9 kJ/mol
strongest force on any atom = 0.35 eV/A



4.
The following is a quantum chemistry calculation of a cluster of 7 separate species, H14O7 in total in a non-equilibrium geometry, from OMol25.

ORCA input file:
```
! RIJCOSX wB97M-V def2-TZVPD def2/J DEFGRID3
* xyz 1 2
O 0.032 -0.254 -2.644
H -0.870 0.054 -2.556
H 0.326 -0.396 -1.745
O 0.321 0.027 0.720
H 0.272 -0.351 1.598
H -0.529 -0.170 0.326
O 3.497 -0.725 -0.588
H 3.768 -1.346 -1.264
H 2.805 -1.179 -0.108
O -2.674 0.553 -2.450
H -3.623 0.575 -2.572
H -2.548 0.089 -1.622
O 0.062 2.866 -0.091
H 0.169 1.946 0.148
H 0.209 3.345 0.725
O 1.349 -0.668 4.022
H 1.706 0.072 3.530
H 1.680 -0.547 4.912
O -1.775 -1.125 -0.396
H -1.615 -1.973 0.018
H -2.561 -0.791 0.036
*
```

Calculated values
expectation value of S² = 0.756
E_HOMO (spin up / spin down) = -14.6 / -14.5 eV
gap between HOMO and LUMO (spin up / spin down) = 11.0 / 3.4 eV
energy above the lowest of the compared OMol25 structures with the same formula, charge and spin = 139.7 kJ/mol
strongest force on any atom = 1.98 eV/A



5.
The following is a quantum chemistry calculation of a structure of composition H14O7V in a non-equilibrium geometry, from OMol25.

ORCA input file:
```
! RIJCOSX wB97M-V def2-TZVPD def2/J DEFGRID3
* xyz 2 4
V 0.133 -0.049 -0.015
O -1.880 0.026 -1.056
H -2.356 -0.506 -1.643
H -2.321 0.074 -0.224
O 0.036 -1.992 -1.051
H 0.701 -2.708 -0.875
H -0.769 -2.452 -1.285
O -1.199 -0.174 1.733
H -1.704 -0.803 2.228
H -1.534 0.666 1.995
O 1.328 -1.474 1.382
H 1.077 -2.406 1.377
H 2.254 -1.522 1.561
O 1.854 1.190 0.565
H 1.700 1.695 1.435
H 2.795 1.016 0.495
O -0.743 2.197 0.274
H -1.046 2.437 -0.589
H -0.965 2.929 0.810
O 0.702 0.692 -2.047
H 0.298 0.446 -2.856
H 1.637 0.718 -2.213
*
```

Calculated values
expectation value of S² = 3.752
E_HOMO (spin up / spin down) = -15.7 / -19.8 eV
gap between HOMO and LUMO (spin up / spin down) = 8.9 / 13.0 eV
energy above the lowest of the compared OMol25 structures with the same formula, charge and spin = 26.8 kJ/mol
strongest force on any atom = 2.87 eV/A



6.
The following is a quantum chemistry calculation of a structure of composition H15LiO8 in a non-equilibrium geometry, from OMol25.

ORCA input file:
```
! RIJCOSX wB97M-V def2-TZVPD def2/J DEFGRID3
* xyz 0 1
Li 0.251 -0.042 0.243
O 0.032 1.089 -1.280
H 0.749 1.572 -1.151
O 0.748 -0.998 -2.606
H 0.323 -0.058 -2.272
H 0.195 -1.004 -3.385
O -0.938 3.266 -0.237
H -0.703 2.310 -0.436
H -0.208 3.578 0.174
O -0.832 -0.017 2.036
H -1.738 0.369 1.991
H -0.375 0.418 2.776
O -0.146 -2.154 -0.327
H 0.137 -1.882 -1.261
H 0.058 -3.051 -0.073
O 0.766 -2.158 2.682
H 0.097 -1.408 2.315
H 0.762 -2.793 2.095
O 2.009 0.936 0.959
H 2.086 1.830 0.906
H 2.743 0.706 0.324
O -2.286 -0.042 -0.944
H -2.244 -0.881 -1.346
H -1.484 0.416 -1.181
*
```

Calculated values
E_HOMO = -10.2 eV
gap between HOMO and LUMO = 9.8 eV
energy above the lowest of the compared OMol25 structures with the same formula, charge and spin = 54.4 kJ/mol
strongest force on any atom = 8.76 eV/A



7.
The following is a quantum chemistry calculation of a cluster of 7 separate species, H15NO6 in total in a non-equilibrium geometry, from OMol25.

ORCA input file:
```
! RIJCOSX wB97M-V def2-TZVPD def2/J DEFGRID3
* xyz 0 1
N 2.193 0.843 -0.333
H 1.184 0.953 -0.439
H 2.368 0.052 -0.940
H 2.598 1.691 -0.700
H -1.705 3.129 0.591
H -1.972 2.993 2.058
O -1.256 3.180 1.442
H -0.271 -0.647 2.239
H -1.322 -1.584 2.891
O -0.822 -1.425 2.092
H 0.030 -2.216 -2.777
H -0.743 -2.465 -3.968
O -0.060 -1.845 -3.673
H -0.285 0.359 -2.053
H -1.425 -0.145 -1.294
O -0.821 0.607 -1.291
H -0.193 -2.097 0.198
H -0.743 -3.400 -0.372
O -0.520 -2.499 -0.615
H 1.819 1.155 1.927
H 0.865 2.135 2.467
O 1.082 1.227 2.550
*
```

Calculated values
E_HOMO = -10.3 eV
gap between HOMO and LUMO = 10.8 eV
energy above the lowest of the compared OMol25 structures with the same formula, charge and spin = 70.0 kJ/mol
strongest force on any atom = 1.61 eV/A



8.
The following is a quantum chemistry calculation of a cluster of 7 separate species, H15NO6 in total in a non-equilibrium geometry, from OMol25.

ORCA input file:
```
! RIJCOSX wB97M-V def2-TZVPD def2/J DEFGRID3
* xyz 0 1
N -0.527 0.060 3.478
H -1.395 0.384 3.071
H -0.341 -0.863 3.136
H 0.135 0.769 3.203
H 3.536 1.226 -1.783
H 2.166 1.283 -2.347
O 2.735 1.762 -1.727
H -3.068 3.788 -4.794
H -4.466 3.131 -4.791
O -3.734 3.390 -4.225
H 1.439 -4.564 0.410
H 0.203 -5.312 0.686
O 0.518 -4.599 0.114
H 0.603 -2.122 1.867
H 1.476 -0.883 1.563
O 1.509 -1.813 1.803
H -1.884 -0.303 -0.664
H -0.430 0.065 -0.261
O -1.022 -0.681 -0.455
H 0.148 2.133 0.622
H 1.643 1.763 0.522
O 0.757 1.386 0.571
*
```

Calculated values
E_HOMO = -9.7 eV
gap between HOMO and LUMO = 10.0 eV
energy above the lowest of the compared OMol25 structures with the same formula, charge and spin = 142.7 kJ/mol
strongest force on any atom = 1.37 eV/A



Copy entry 6 word for word.
The following is a quantum chemistry calculation of a structure of composition H15LiO8 in a non-equilibrium geometry, from OMol25.

ORCA input file:
```
! RIJCOSX wB97M-V def2-TZVPD def2/J DEFGRID3
* xyz 0 1
Li 0.251 -0.042 0.243
O 0.032 1.089 -1.280
H 0.749 1.572 -1.151
O 0.748 -0.998 -2.606
H 0.323 -0.058 -2.272
H 0.195 -1.004 -3.385
O -0.938 3.266 -0.237
H -0.703 2.310 -0.436
H -0.208 3.578 0.174
O -0.832 -0.017 2.036
H -1.738 0.369 1.991
H -0.375 0.418 2.776
O -0.146 -2.154 -0.327
H 0.137 -1.882 -1.261
H 0.058 -3.051 -0.073
O 0.766 -2.158 2.682
H 0.097 -1.408 2.315
H 0.762 -2.793 2.095
O 2.009 0.936 0.959
H 2.086 1.830 0.906
H 2.743 0.706 0.324
O -2.286 -0.042 -0.944
H -2.244 -0.881 -1.346
H -1.484 0.416 -1.181
*
```

Calculated values
E_HOMO = -10.2 eV
gap between HOMO and LUMO = 9.8 eV
energy above the lowest of the compared OMol25 structures with the same formula, charge and spin = 54.4 kJ/mol
strongest force on any atom = 8.76 eV/A



> The lowest strongest force on any atom belongs to which entry?

number 3